DFT (ωB97M-V/def2-TZVPD) results for the molecule C3H6N2S at a distorted geometry.

Last column: Löwdin charge in e.
Geometry (Å):
C (-0.40632, 0.00401, 0.02809)  -0.86
C (0.45127, 1.22036, 0.18461)  -0.18
C (1.80032, 0.63191, -0.23667)  -0.21
H (0.06832, 1.95993, -0.50884)  0.11
H (0.37857, 1.49910, 1.27028)  0.14
H (2.67400, 1.04181, 0.30162)  0.12
H (1.89090, 0.79553, -1.31717)  0.11
H (2.13919, -0.97074, 0.98116)  0.13
H (-0.04502, -1.88829, -0.39394)  0.11
N (1.78439, -0.82239, -0.00464)  -0.03
N (0.36659, -1.11582, 0.05722)  -0.02
S (-2.07715, -0.00047, -0.03483)  0.58

Output
HOMO-LUMO gap in eV: 8.949
E in hartree: -625.5684
Strongest force on any atom in hartree/bohr: 0.046
Energy relative to the best compared isomer or geometry (same formula, charge and spin) in kJ/mol: 140.7